# 1
Molecular formula: C6H12O
Method: DFT, wB97M-V/def2-TZVPD

Calculated values
SMILES = CCC[C@H]1C[C@H]1O
Relative energy (zero: lowest compared OMol25 entry of this formula, charge and spin) = 131.3 kJ/mol
Kohn-Sham gap = 0.37916 hartree
E = -8462.993 eV

The geometry in XYZ format:
```
19
C6H12O, DFT wB97M-V/def2-TZVPD
C -2.303 0.485 -0.595
C -1.423 0.456 0.654
C -0.389 -0.700 0.636
C 1.023 -0.195 0.790
C 2.194 -0.948 0.207
C 1.755 0.331 -0.423
O 1.199 0.191 -1.699
H -1.761 0.931 -1.429
H -2.578 -0.529 -0.895
H -3.207 1.094 -0.469
H -2.064 0.375 1.535
H -0.908 1.426 0.750
H -0.447 -1.251 -0.313
H -0.612 -1.438 1.421
H 1.207 0.342 1.723
H 1.975 -1.840 -0.375
H 3.128 -0.984 0.756
H 2.376 1.215 -0.294
H 0.835 1.039 -1.980
```

Mulliken atomic charge list, values in e, 2 entries: atom 1 (C): -1.1881, atom 2 (C): -0.4365

---

# 2
Molecular formula: C12H18N2O3
Method: DFT, wB97M-V/def2-TZVPD

Calculated values
SMILES = CC(C)/C=C1\N=C(CC(C)C)C(=O)N(O)C1=O
Relative energy (zero: lowest compared OMol25 entry of this formula, charge and spin) = 518.6 kJ/mol
Kohn-Sham gap = 0.32138 hartree
E = -21854.800 eV

The geometry in XYZ format:
```
35
C12H18N2O3, DFT wB97M-V/def2-TZVPD
C -2.712 1.101 1.346
C -3.049 0.201 0.222
C -2.629 -1.291 0.539
C -2.452 0.519 -1.164
C -1.141 0.624 -1.563
N -0.210 0.238 -0.617
C 1.033 0.153 -0.922
C 2.064 -0.492 0.001
C 1.680 -0.753 1.509
C 2.517 0.336 2.357
C 1.996 -2.144 1.939
C 1.445 0.588 -2.344
O 2.633 0.465 -2.712
N 0.604 1.237 -3.255
O 1.122 1.953 -4.376
C -0.751 1.140 -2.902
O -1.539 1.565 -3.761
H -2.745 0.517 2.238
H -3.323 1.990 1.390
H -1.746 1.464 1.291
H -4.162 0.091 0.213
H -3.105 -1.549 1.507
H -2.853 -2.043 -0.186
H -1.565 -1.372 0.700
H -3.195 0.714 -2.025
H 2.950 0.139 0.019
H 2.175 -1.491 -0.309
H 0.605 -0.502 1.566
H 3.610 0.125 2.188
H 2.204 1.367 2.001
H 2.307 0.052 3.327
H 1.501 -2.294 2.831
H 1.710 -2.866 1.171
H 3.089 -2.251 2.042
H 1.933 2.470 -4.260
```

Mulliken atomic charge list, values in e, 2 entries: atom 1 (C): -1.5301, atom 2 (C): 0.7252

---

# 3
Molecular formula: C6H7N
Method: DFT, wB97M-V/def2-TZVPD

Calculated values
SMILES = C1[C@@H]2[C@H]3[C@@H]2N2[C@H]3[C@H]12
Relative energy (zero: lowest compared OMol25 entry of this formula, charge and spin) = 317.4 kJ/mol
Kohn-Sham gap = 0.36810 hartree
E = -7822.358 eV

The geometry in XYZ format:
```
14
C6H7N, DFT wB97M-V/def2-TZVPD
C -0.377 -0.106 -1.326
C 0.539 0.844 -0.587
C 1.120 0.192 0.662
C -0.098 1.075 0.764
N -1.006 -0.083 1.040
C 0.167 -0.968 0.929
C -0.850 -0.925 -0.150
H 0.143 -0.716 -2.064
H -1.203 0.434 -1.811
H 1.141 1.588 -1.113
H 2.146 0.301 1.000
H -0.499 1.892 1.314
H 0.337 -1.792 1.611
H -1.561 -1.736 -0.268
```

Mulliken atomic charge list, values in e, 2 entries: atom 1 (C): -0.5245, atom 2 (C): -0.4621

---

# 4
Molecular formula: C17H21O3
Method: DFT, wB97M-V/def2-TZVPD

Calculated values
Relative energy (zero: lowest compared OMol25 entry of this formula, charge and spin) = 0.0 kJ/mol
Kohn-Sham gap = 0.24110 hartree
Net charge = +1
E = -24104.141 eV

The geometry in XYZ format:
```
41
C17H21O3, DFT wB97M-V/def2-TZVPD
C -5.214 3.124 -0.603
O -5.019 1.693 -0.533
C -3.758 1.202 -0.608
C -3.594 -0.187 -0.369
C -2.337 -0.719 -0.244
C -1.157 0.083 -0.401
C 0.118 -0.504 -0.208
C 1.389 0.123 -0.265
C 2.525 -0.687 -0.582
C 3.779 -0.157 -0.721
C 3.982 1.233 -0.521
O 5.243 1.699 -0.696
C 5.467 3.124 -0.616
C 2.886 2.056 -0.153
C 1.627 1.503 0.000
C -1.360 1.440 -0.812
C -2.620 2.002 -0.876
H -6.296 3.236 -0.529
H -4.718 3.638 0.234
H -4.850 3.527 -1.559
H -4.488 -0.794 -0.238
H -2.219 -1.782 -0.033
H 0.161 -1.586 -0.117
H 2.364 -1.757 -0.721
H 4.640 -0.771 -0.970
H 6.546 3.219 -0.736
H 4.941 3.644 -1.429
H 5.156 3.531 0.356
H 3.033 3.123 0.027
H 0.816 2.141 0.347
H -0.504 2.053 -1.080
H -2.730 3.062 -1.105
C -0.314 -5.355 2.425
C -0.437 -4.461 1.208
O -0.225 -3.100 1.589
H -0.231 -6.400 2.124
H 0.558 -5.080 3.023
H -1.203 -5.254 3.055
H 0.334 -4.730 0.473
H -1.436 -4.582 0.763
H -0.856 -2.551 1.103
```

Mulliken atomic charge list, values in e, 2 entries: atom 1 (C): -0.7978, atom 2 (O): -0.4023

---

# 5
Molecular formula: C3H11N
Method: DFT, wB97M-V/def2-TZVPD

Calculated values
SMILES = CNC.C
Relative energy (zero: lowest compared OMol25 entry of this formula, charge and spin) = 133.6 kJ/mol
Kohn-Sham gap = 0.35064 hartree
E = -4778.111 eV

The geometry in XYZ format:
```
15
C3H11N, DFT wB97M-V/def2-TZVPD
C 0.750 -1.240 -1.486
N 0.077 -0.284 -0.562
C -1.379 -0.148 -0.794
H 0.154 -2.250 -1.552
H 0.870 -0.734 -2.561
H 1.696 -1.382 -1.157
H 0.571 0.688 -0.542
H -1.485 0.294 -1.817
H -1.785 0.676 -0.180
H -1.846 -1.110 -0.669
C 0.520 1.394 2.627
H 1.146 0.749 1.970
H 0.656 1.439 3.709
H -0.538 1.169 2.322
H 0.683 2.410 2.334
```

Mulliken atomic charge list, values in e, 2 entries: atom 1 (C): -0.7593, atom 2 (N): -0.2771

---

no.,HOMO energy (eV)
1,-9.398
2,-9.453
3,-8.867
4,-11.805
5,-8.486